[1]
DFT (ωB97M-V/def2-TZVPD) results for 2 unconnected molecules or ions with the total composition C4H9NO2.

As for the LUMO energy: 0.51 eV. Its orbital gap is 10.25 eV. As for the SMILES: NC(=O)CCC=O.[H][H]. The charge is 0.

Positions of all 16 atoms, in Å:
N -1.727 1.213 -0.218
C -0.585 1.952 -0.224
O -0.579 3.171 -0.215
C 0.738 1.182 -0.237
C 0.732 -0.255 0.323
C 0.265 -1.263 -0.699
O -0.900 -1.487 -0.951
H -2.593 1.723 -0.303
H -1.727 0.214 -0.398
H 1.111 1.193 -1.270
H 1.435 1.796 0.338
H 1.749 -0.522 0.626
H 0.087 -0.314 1.207
H 1.057 -1.800 -1.260
H 0.778 -3.387 1.847
H 0.160 -3.416 1.434

---

[2]
DFT (ωB97M-V/def2-TZVPD) results for 2 unconnected molecules or ions with the total composition C5H13O.

As for the LUMO energy: -4.32 eV. Its orbital gap is 9.11 eV. The charge is +1.

Positions of all 19 atoms, in Å:
C -0.756 -2.031 0.161
C 1.226 0.405 2.424
C -0.518 1.769 -0.585
C 0.029 -0.110 -2.044
C -0.717 -0.555 0.340
O -0.432 0.265 -0.716
H -0.008 -2.424 -0.575
H -1.491 -2.214 -0.607
H -1.016 -2.566 0.975
H 1.787 -0.405 2.887
H 0.319 0.538 2.953
H 1.740 1.410 2.206
H 0.622 2.209 -0.553
H -1.120 2.084 -1.366
H -1.028 2.059 0.421
H -0.753 0.294 -2.820
H 0.971 0.250 -2.176
H 0.011 -1.201 -2.117
H 1.133 0.221 1.192

---

[3]
DFT (ωB97M-V/def2-TZVPD) results for a molecular structure, C30H34F4NO7S2.

As for the LUMO energy: 2.25 eV. Its orbital gap is 8.11 eV. The charge is -1.

Positions of all 78 atoms, in Å:
C 4.681 0.547 0.509
C 3.638 1.366 -0.218
O 4.087 2.693 -0.473
C 3.377 3.672 0.261
C 2.053 4.021 -0.402
O 1.297 4.805 0.551
S -0.248 4.389 0.657
O -0.771 4.456 -0.685
O -0.789 5.298 1.612
N -0.082 2.888 1.168
S -1.435 2.103 1.370
O -2.637 2.882 1.272
O -1.340 1.354 2.598
O -1.434 0.984 0.205
C -2.707 0.784 -0.434
C -2.974 1.802 -1.542
H 5.623 0.501 -0.031
H 4.864 0.964 1.497
H 4.288 -0.453 0.653
H 3.346 0.911 -1.166
H 2.732 1.388 0.391
H 3.979 4.571 0.382
H 3.153 3.322 1.274
H 1.536 3.115 -0.697
H 2.227 4.640 -1.277
H -2.625 -0.203 -0.883
H -3.522 0.745 0.281
H -2.453 2.722 -1.288
H -2.624 1.441 -2.503
H -4.032 2.051 -1.553
F 2.661 5.783 -2.791
C 2.454 6.663 -3.787
C 3.529 7.352 -4.310
C 3.302 8.255 -5.339
C 2.016 8.460 -5.818
C 0.951 7.757 -5.270
C 1.166 6.846 -4.247
H 4.521 7.180 -3.916
H 4.134 8.800 -5.766
H 1.844 9.168 -6.618
H -0.053 7.919 -5.638
H 0.355 6.282 -3.805
F -3.215 -2.607 0.366
C -3.219 -2.696 1.714
C -2.768 -1.629 2.463
C -2.782 -1.737 3.845
C -3.233 -2.902 4.455
C -3.678 -3.963 3.679
C -3.677 -3.864 2.294
H -2.409 -0.729 1.984
H -2.435 -0.903 4.440
H -3.238 -2.980 5.534
H -4.028 -4.873 4.150
H -4.024 -4.675 1.668
F 4.153 -2.092 2.217
C 3.078 -2.899 2.157
C 2.813 -3.580 0.986
C 1.693 -4.394 0.931
C 0.860 -4.509 2.033
C 1.148 -3.811 3.199
C 2.267 -3.000 3.266
H 3.470 -3.463 0.135
H 1.465 -4.937 0.025
H -0.016 -5.137 1.982
H 0.493 -3.893 4.055
H 2.511 -2.446 4.162
F -0.206 -6.379 -1.109
C -1.496 -6.631 -0.804
C -2.469 -6.369 -1.746
C -3.793 -6.629 -1.425
C -4.124 -7.135 -0.175
C -3.127 -7.387 0.756
C -1.799 -7.138 0.443
H -2.190 -5.965 -2.709
H -4.568 -6.432 -2.152
H -5.159 -7.332 0.072
H -3.382 -7.777 1.733
H -1.005 -7.332 1.151

---

Number 1: molar mass 103.121 g/mol. Number 2: molar mass 89.158 g/mol. Number 3: molar mass 660.728 g/mol.